# C5H13NO

2 unconnected molecules or ions with the total composition C5H13NO in a non-equilibrium geometry (ωB97M-V/def2-TZVPD, OMol25).

Results
Highest occupied orbital energy = -0.366 Eh
SMILES = CC(N)=O.CCC
DFT total energy = -328.28144 Eh
Lowest unoccupied orbital energy = 0.82 eV
Spin multiplicity = 1
Gap between HOMO and LUMO = 10.8 eV

Each line ends with the Löwdin charge.
Atoms and positions in Å:
C1 0.231 1.371 -1.823  -0.0372
C2 1.464 1.782 -1.114  -0.6221
N1 1.306 2.198 0.186  0.1457
O1 2.542 1.584 -1.636  0.0462
H1 -0.773 1.632 -1.477  0.0714
H2 0.375 0.238 -1.961  0.1027
H3 0.235 1.794 -2.881  0.1065
H4 1.892 2.902 0.609  0.1041
H5 0.437 2.041 0.680  0.0889
C3 -0.265 -0.886 1.941  -0.1257
C4 -0.078 -1.678 0.628  -0.2621
C5 -1.488 -1.800 -0.013  -0.1360
H6 -1.129 -0.241 1.962  0.0538
H7 0.627 -0.270 2.009  0.0586
H8 -0.565 -1.485 2.777  0.0619
H9 0.373 -1.049 -0.169  0.0761
H10 0.459 -2.579 0.825  0.0912
H11 -2.136 -2.507 0.528  0.0741
H12 -2.062 -0.900 -0.054  0.0532
H13 -1.444 -2.148 -1.016  0.0487



# C20H27ClN3O4Pt

A molecular structure, C20H27ClN3O4Pt (ωB97M-V/def2-TZVPD, OMol25).

Results
Highest occupied orbital energy (alpha / beta) = -0.378 / -0.434 Eh
Charge = +1
DFT total energy = -1822.52299 Eh
Lowest unoccupied orbital energy (alpha / beta) = -3.22 / -5.16 eV
<S²> = 2.032
Spin multiplicity = 3
Gap between HOMO and LUMO (alpha / beta) = 7.1 / 6.7 eV

Each line ends with the Löwdin charge.
Atoms and positions in Å:
Pt1 -0.273 1.254 -0.107  0.9478
O1 -2.888 0.305 3.933  -0.2561
Cl1 -1.737 0.736 3.238  0.7067
O2 -1.501 2.153 3.419  -0.3488
O3 -0.559 0.016 3.730  -0.3635
O4 -1.868 0.467 1.807  -0.4310
N1 1.924 1.698 -0.935  -0.0114
C1 2.914 2.332 -0.036  -0.3517
C2 2.348 3.614 0.566  -0.1037
C3 1.318 3.409 1.671  -0.3345
N2 -0.004 3.015 1.123  -0.0616
C4 1.819 2.437 2.743  -0.0763
C5 2.514 1.157 2.268  -0.2631
N3 1.540 0.041 2.041  0.1778
C6 3.419 1.381 1.054  -0.0886
H1 1.718 2.328 -1.705  0.0971
H2 0.969 0.207 1.172  0.0478
H3 2.320 0.865 -1.359  0.0811
H4 3.792 2.609 -0.629  0.1458
H5 1.928 4.241 -0.226  0.1273
H6 3.182 4.180 0.987  0.1356
H7 1.186 4.369 2.177  0.1523
H8 -0.369 3.795 0.583  0.1050
H9 -0.652 2.888 1.909  0.0474
H10 1.014 2.196 3.441  0.1135
H11 2.566 2.982 3.324  0.1396
H12 3.136 0.805 3.090  0.1545
H13 0.804 -0.012 2.794  0.0859
H14 2.009 -0.859 1.967  0.1641
H15 3.715 0.421 0.616  0.1261
H16 4.342 1.821 1.437  0.1357
C7 -0.330 -5.522 -1.346  -0.0464
C8 -1.403 -4.708 -0.994  -0.0471
C9 -1.263 -3.335 -0.989  -0.0031
C10 -0.033 -2.748 -1.344  -0.2213
C11 1.052 -3.590 -1.655  -0.0265
C12 0.900 -4.960 -1.674  -0.0612
C13 0.186 -1.327 -1.347  -0.0555
C14 -0.754 -0.298 -1.248  -0.2517
C15 -2.076 -0.433 -1.832  -0.2750
C16 -3.189 0.168 -1.222  -0.0338
C17 -4.446 0.033 -1.780  -0.0508
C18 -4.606 -0.653 -2.979  -0.0498
C19 -3.508 -1.222 -3.615  -0.0559
C20 -2.256 -1.127 -3.042  -0.0297
H17 -0.449 -6.597 -1.350  0.1144
H18 -2.348 -5.152 -0.714  0.1157
H19 -2.092 -2.711 -0.688  0.1229
H20 2.008 -3.147 -1.909  0.1145
H21 1.734 -5.596 -1.939  0.1123
H22 1.237 -1.043 -1.340  0.0823
H23 -3.060 0.698 -0.287  0.0827
H24 -5.304 0.470 -1.287  0.1141
H25 -5.589 -0.740 -3.422  0.1129
H26 -3.635 -1.742 -4.555  0.1122
H27 -1.401 -1.572 -3.534  0.1231



Calculated ΔE to the lowest compared entry with this formula, charge and spin in order - 23.47, 0.00 kcal/mol